[1]
{
  "formula": "C35H47BrN4P2Pd",
  "method": "ωB97M-V/def2-TZVPD",
  "e_above_lowest_kj_mol": 156.4,
  "orbital_gap_ha": [0.197, 0.197],
  "e_homo_ev": [-5.935, -5.934],
  "e_tot_ev": -135115.5935,
  "e_lumo_ev": [-0.56, -0.56],
  "max_force_ha_per_bohr": 0.05865,
  "symbols": ["H", "C", "H", "P", "H", "H", "C", "H", "H", "C", "H", "H", "H", "H", "H", "C", "C", "H", "C", "H", "C", "H", "P", "N", "H", "C", "C", "H", "H", "C", "C", "H", "C", "H", "C", "H", "C", "C", "H", "H", "H", "H", "H", "H", "H", "C", "N", "Br", "H", "C", "N", "H", "C", "C", "H", "C", "H", "C", "H", "C", "H", "H", "H", "H", "C", "C", "C", "C", "C", "Pd", "C", "C", "H", "H", "H", "H", "H", "C", "H", "H", "C", "H", "H", "C", "C", "C", "N", "H", "H", "C"],
  "xyz": [[2.96, -0.12, -2.71], [-1.89, -4.28, 0.73], [0.79, -2.80, -4.35], [2.03, -0.19, -0.49], [-4.27, 1.93, -5.36], [0.83, 1.46, -4.14], [-0.44, 0.37, 2.45], [-0.45, -1.62, -3.95], [0.29, -3.95, -2.08], [-4.21, 2.19, -4.30], [-0.48, 3.44, -0.58], [-2.48, -0.13, 5.88], [2.87, 1.60, 0.98], [4.49, -2.26, -1.05], [2.47, -1.74, -2.34], [0.21, 2.23, -2.24], [-0.82, 1.17, -2.06], [-0.87, -3.32, -4.09], [-2.41, -0.34, 1.88], [0.56, 0.79, 2.42], [-0.60, 0.36, 4.93], [5.11, 0.80, -0.07], [-1.00, -2.19, -1.11], [-1.13, 0.20, 3.61], [1.59, -1.12, 1.71], [-0.91, 0.33, 7.30], [1.24, 0.92, 6.37], [4.77, 2.52, -0.24], [4.44, -1.78, 0.64], [-0.10, -2.64, -3.74], [-4.13, 2.88, -1.65], [-2.10, -5.00, -0.07], [-0.81, -3.27, 0.35], [-2.73, 0.70, -3.88], [3.00, -0.89, -1.92], [-1.52, 0.16, 8.18], [3.71, -1.51, 1.41], [-3.34, 1.50, -3.46], [2.68, 3.13, -4.37], [-2.54, -2.29, -2.92], [-4.70, -2.41, -1.82], [1.39, 5.01, -0.71], [4.79, -1.74, -2.71], [2.28, 1.22, 6.48], [1.91, -2.39, 0.56], [1.34, 4.21, -1.44], [-5.01, 3.18, -3.89], [3.78, 5.13, -2.52], [-3.98, -2.51, -0.19], [0.20, -2.89, -2.28], [-1.17, 0.03, 1.40], [-3.24, -0.63, 1.24], [0.29, 3.30, -1.34], [-3.84, -2.10, -1.21], [2.42, 2.18, -0.58], [4.43, 1.52, -0.53], [-3.17, -0.43, 3.98], [0.41, 0.74, 7.48], [-1.49, -4.85, 1.58], [-2.40, -0.24, 3.25], [1.37, 0.86, 4.21], [4.04, -0.58, 1.88], [5.13, -0.64, -1.39], [-4.18, 3.20, -0.61], [-1.44, 0.15, 6.02], [-2.58, -2.62, -1.88], [-4.96, 3.51, -2.59], [4.43, -1.40, -1.74], [2.97, 1.37, -0.09], [-0.19, -0.03, -0.64], [2.28, -1.40, 0.89], [0.74, 0.73, 5.08], [-0.95, 0.56, -2.96], [-2.00, 1.76, -0.28], [0.12, -3.80, 0.14], [-5.64, 4.31, -2.29], [3.73, -2.31, 2.16], [2.07, 3.13, -3.47], [-2.56, -3.72, -1.87], [-2.82, -3.82, 1.07], [-3.20, 1.90, -2.10], [-3.84, -1.01, -1.16], [1.14, -2.43, -1.99], [1.06, 2.19, -3.34], [2.30, 4.10, -2.48], [-2.02, 1.54, -1.35], [1.19, 1.09, 9.94], [-0.63, -2.60, 1.20], [4.51, 1.46, -1.62], [0.89, 0.95, 8.82]],
  "mulliken_charge": [0.394, -1.554, 0.474, 0.833, 0.353, 0.432, -1.111, 0.158, 0.558, -0.542, 0.386, 0.344, 0.304, 0.409, 0.498, 0.169, -0.202, 0.404, -1.702, 0.382, 1.751, 0.273, 1.175, 0.306, 0.016, -0.995, -1.009, 0.475, 0.196, -1.528, -0.665, 0.330, -0.373, 0.322, -0.254, 0.431, -1.406, -0.244, 0.464, 0.492, 0.447, 0.432, 0.427, 0.434, -0.041, -0.626, -0.674, -0.151, 0.137, -0.092, 1.163, 0.394, -0.131, -1.010, -0.838, -1.732, 0.391, 0.414, 0.453, -0.123, 0.390, 0.239, 0.276, 0.404, -0.600, -1.001, -0.389, -1.775, 1.023, -0.210, 0.557, -0.499, 0.109, 0.631, 0.513, 0.361, 0.484, -0.599, 0.632, 0.289, 0.564, 0.044, -0.627, -0.080, -0.102, -0.573, -0.509, 0.033, 0.350, 0.045]
}



[2]
{
  "formula": "C35H47ClNP2Pb",
  "method": "ωB97M-V/def2-TZVPD",
  "e_above_lowest_kj_mol": 120.2,
  "orbital_gap_ha": [0.102, 0.134],
  "e_homo_ev": [-8.292, -8.300],
  "charge": 1,
  "e_tot_ev": -74886.2632,
  "e_lumo_ev": [-5.51, -4.64],
  "max_force_ha_per_bohr": 0.05582,
  "symbols": ["C", "H", "C", "Cl", "C", "P", "H", "H", "C", "H", "H", "H", "H", "C", "H", "H", "C", "H", "H", "C", "C", "C", "H", "H", "C", "H", "H", "C", "C", "H", "H", "C", "H", "H", "H", "H", "H", "H", "C", "C", "H", "C", "C", "C", "H", "C", "C", "P", "C", "H", "H", "C", "H", "H", "H", "N", "H", "C", "C", "C", "C", "C", "H", "H", "H", "H", "C", "H", "H", "C", "C", "H", "C", "H", "Pb", "C", "H", "H", "H", "H", "C", "H", "C", "H", "H", "H", "C"],
  "xyz": [[0.28, -1.28, 5.38], [-4.39, 0.26, -5.20], [1.05, -3.71, -1.36], [1.96, 0.73, -0.11], [1.73, -1.54, -4.62], [-0.45, 0.81, 3.67], [-1.98, -2.38, 5.18], [0.56, 3.61, 2.99], [-1.60, 0.18, 6.24], [-1.38, -3.31, 0.93], [2.30, 3.35, 3.11], [2.16, 2.91, 5.47], [2.36, 0.37, 2.74], [1.86, 3.02, -6.23], [2.84, -0.93, -2.86], [-2.86, 3.68, 3.88], [-0.31, -3.89, -0.96], [-0.96, 0.94, 6.68], [-1.79, -0.58, 7.01], [0.82, 3.72, -4.13], [-1.66, 2.66, 1.75], [-0.47, -3.30, 0.33], [-1.11, 3.80, 4.10], [-3.91, 1.83, 2.71], [1.66, -2.47, -5.69], [-3.04, 0.33, 2.35], [-1.08, -4.37, -1.55], [2.83, -1.59, -3.72], [-1.96, 3.11, 4.14], [1.86, 0.89, -6.61], [-1.87, 2.00, 0.89], [-0.98, -0.48, 5.01], [0.76, -1.65, 4.47], [2.66, -4.08, -6.73], [0.01, -2.17, 5.96], [-3.43, 0.78, 4.03], [-2.58, 0.62, 6.01], [-2.44, 3.43, 1.71], [-1.24, -0.89, -4.49], [-2.89, -2.69, -4.37], [1.00, -0.72, 5.98], [0.89, 1.37, -4.73], [0.58, 2.39, -3.79], [-3.59, -0.44, -4.95], [-3.14, -3.73, -4.18], [1.18, 1.73, 3.96], [1.72, -3.00, -0.33], [0.47, -0.33, -4.45], [1.34, 2.85, 2.92], [0.81, -2.45, -6.35], [2.44, -0.04, 4.46], [1.44, 4.04, -5.35], [1.23, 1.57, 6.14], [1.01, -2.31, 1.71], [-2.09, 2.76, 5.17], [-0.17, -0.22, 2.49], [1.49, -4.01, -2.32], [2.70, -3.37, -5.89], [0.79, -2.76, 0.73], [3.86, -2.50, -3.95], [-1.82, 1.97, 3.13], [1.23, 2.33, 5.36], [1.62, 5.08, -5.61], [-4.91, -2.15, -4.91], [-0.80, -2.94, -3.89], [0.53, 4.52, -3.45], [2.39, 0.80, 3.75], [-1.63, -1.91, 3.49], [1.38, 2.42, 1.91], [-1.97, -1.54, 4.47], [-1.57, -2.25, -4.21], [0.16, 2.10, -2.82], [1.58, 1.69, -5.93], [0.40, 3.01, 5.53], [-0.42, -0.04, 0.40], [-2.29, 0.02, -4.80], [-3.01, -1.20, 4.40], [4.73, -2.54, -3.28], [-2.05, 1.07, -4.94], [-0.71, 3.17, 1.60], [-3.89, -1.80, -4.76], [3.31, 1.39, 3.86], [3.81, -3.39, -5.04], [4.63, -4.09, -5.21], [2.76, -2.66, -0.34], [2.40, 3.27, -7.14], [-3.12, 1.16, 3.06]],
  "mulliken_charge": [-1.578, 0.394, -0.301, -0.566, 0.091, 1.023, 0.541, 0.234, -1.794, 0.498, 0.607, 0.497, 0.255, -0.557, 0.439, 0.550, -0.734, 0.303, 0.495, -0.515, -1.660, -0.309, 0.309, 0.591, -0.160, 0.281, 0.504, -0.387, -1.767, 0.411, 0.300, 1.734, 0.196, 0.379, 0.561, 0.253, 0.290, 0.603, 0.436, -0.650, 0.279, 0.061, -0.097, -0.589, 0.387, 1.620, -0.713, 0.342, -1.731, 0.489, 0.329, -0.449, 0.296, 0.711, 0.336, -0.198, 0.489, -0.628, -0.502, -0.568, 1.671, -1.704, 0.371, 0.373, 0.374, 0.367, -1.460, 0.257, 0.264, -1.613, -0.351, 0.399, -0.421, 0.326, 0.721, -0.551, 0.308, 0.386, 0.393, 0.195, -0.504, 0.501, -0.417, 0.390, 0.445, 0.373, -1.748]
}



[3]
{
  "formula": "C35H47F21NO17PS",
  "method": "ωB97M-V/def2-TZVPD",
  "orbital_gap_ha": 0.327,
  "smiles": "O=C(O)CC[C@@H]1C[C@@H]([PH2]=S)C(=O)N1.CCOC(=O)C(F)(F)F.CCOC(=O)C(F)(F)F.CCOC(=O)C(F)(F)F.CCOC(=O)C(F)(F)F.CCOC(=O)C(F)(F)F.CCOC(=O)C(F)(F)F.CCOC(=O)C(F)(F)F",
  "e_homo_ev": -8.820,
  "e_tot_ev": -150548.4956,
  "e_lumo_ev": 0.08,
  "max_force_ha_per_bohr": 0.04306,
  "symbols": ["H", "H", "H", "H", "O", "C", "F", "F", "C", "C", "F", "H", "O", "C", "H", "O", "H", "F", "F", "O", "H", "C", "H", "F", "C", "O", "O", "C", "C", "H", "H", "P", "C", "F", "H", "H", "C", "H", "H", "O", "F", "C", "H", "F", "H", "F", "F", "C", "C", "C", "C", "C", "C", "C", "H", "H", "H", "F", "C", "H", "H", "O", "O", "F", "H", "O", "H", "H", "F", "C", "H", "H", "H", "H", "H", "H", "H", "C", "C", "O", "H", "S", "F", "C", "H", "H", "O", "C", "H", "O", "H", "H", "C", "H", "H", "F", "H", "C", "H", "C", "F", "C", "C", "O", "H", "H", "F", "O", "N", "C", "F", "C", "H", "F", "H", "C", "F", "C", "O", "O", "C", "C", "H"],
  "xyz": [[-9.26, -1.97, 11.45], [9.43, 0.30, -6.20], [-8.95, -4.46, 11.32], [-8.49, -1.51, 4.89], [1.59, 6.93, -5.33], [10.44, -4.15, -4.40], [-10.08, -0.13, 8.87], [3.91, -1.68, -4.18], [-1.81, -0.61, -7.35], [2.89, 3.70, 0.22], [-8.54, -1.40, 9.69], [-8.78, -2.01, 13.16], [6.15, 0.57, -3.88], [1.96, 5.67, -5.30], [-8.23, 1.53, 5.06], [6.82, 2.23, -0.55], [3.10, 4.38, 1.03], [-8.25, 1.18, 1.10], [-0.36, -3.34, -3.15], [6.50, -1.14, -5.30], [1.37, 2.68, 1.20], [-3.14, 1.00, 0.04], [4.43, 2.31, -0.38], [4.77, -1.11, -2.29], [10.23, -7.20, -4.02], [1.25, 4.71, -5.23], [-0.30, 3.50, -1.22], [-8.48, -3.86, 12.10], [-9.25, -2.58, 12.35], [-9.78, -0.37, 4.54], [8.76, 0.24, -4.56], [0.64, 0.44, -0.82], [11.32, -3.03, -4.98], [12.45, -3.51, -5.50], [11.16, -7.53, -4.48], [-2.22, 1.16, -0.52], [-8.04, 0.53, 5.43], [9.77, -8.05, -3.50], [2.23, 4.66, -1.50], [-5.25, -0.22, 0.03], [4.09, 6.48, -4.62], [2.23, 2.35, 0.62], [2.82, 1.60, 1.10], [3.93, 4.38, -5.06], [-0.19, 6.10, -3.44], [-7.02, -0.34, 2.00], [-10.19, -6.70, 15.44], [7.37, -0.32, -6.12], [1.60, 2.00, -0.73], [-7.41, 0.19, 0.84], [-9.40, -5.39, 13.63], [-6.21, 0.69, 0.01], [10.48, -6.07, -3.05], [-1.53, -2.86, -3.56], [2.30, 1.91, -1.56], [11.13, -6.40, -2.24], [-0.37, 6.47, -5.91], [-2.23, -2.49, -2.49], [-2.42, -0.25, -6.01], [-2.34, -1.45, -7.80], [-3.59, -0.87, -0.93], [-0.30, -1.05, -4.58], [-6.20, 1.73, -0.57], [-8.26, 0.74, 9.62], [-1.89, 0.58, -5.54], [-8.59, 0.49, 6.77], [0.24, 7.79, -3.21], [-10.28, -2.79, 12.65], [10.67, -2.37, -5.93], [-4.07, 0.09, -0.73], [-6.96, 0.40, 5.47], [-0.76, -0.89, -7.24], [5.17, 4.71, 0.86], [6.28, 2.31, -1.34], [0.01, 8.17, -5.68], [-8.32, -0.40, 3.52], [-1.87, 0.24, -8.03], [-8.76, -0.31, 8.95], [4.22, 3.36, -0.53], [9.26, -4.21, -4.56], [-1.38, 7.36, -3.79], [0.30, -0.30, 0.95], [-2.19, -3.84, -4.18], [5.98, -0.56, -4.24], [9.17, -1.26, -5.39], [-3.46, 0.06, -6.14], [-8.36, -4.64, 13.31], [3.49, 5.58, -5.41], [7.39, -0.79, -7.09], [-10.42, -5.48, 13.03], [-3.60, 1.97, 0.22], [-0.54, 0.60, -1.56], [-8.70, -0.50, 4.54], [-7.47, -3.64, 11.79], [5.71, 4.89, -0.82], [11.65, -2.16, -4.02], [6.94, 0.68, -6.24], [5.44, 4.19, -0.04], [9.55, -5.71, -2.61], [-8.11, -0.44, 7.57], [-8.25, -7.20, 14.63], [-0.33, 7.10, -3.84], [8.76, -0.26, -5.53], [7.51, 3.63, 1.04], [-4.35, 0.52, -1.70], [9.56, -6.89, -4.83], [5.62, -2.75, -3.40], [-2.45, -1.39, -5.13], [1.85, 4.30, -0.64], [-1.32, -1.66, -4.49], [-8.08, -0.75, 0.17], [6.67, 3.35, 0.20], [1.41, -0.47, -1.59], [-8.50, -5.42, 15.84], [-2.89, 0.56, 1.01], [-9.09, -6.19, 14.91], [3.89, 5.82, -6.66], [5.06, -1.55, -3.51], [11.18, -4.98, -3.69], [-7.27, -1.24, 7.31], [0.16, 7.17, -5.27], [0.86, 3.31, -0.94], [4.02, 3.50, -1.59]],
  "mulliken_charge": [0.022, 0.395, 0.332, 0.332, -0.336, 0.337, -0.264, -0.285, -1.135, 0.230, -0.263, 0.325, -0.562, 0.379, 0.348, -0.430, 0.496, -0.247, -0.233, -0.336, 0.526, -0.538, 0.609, -0.233, -1.100, -0.534, -0.578, -0.235, -0.708, 0.339, 0.357, 0.454, 0.988, -0.262, 0.307, -0.271, -0.269, 0.374, 0.296, -0.357, -0.255, -1.637, 0.549, -0.232, 0.215, -0.316, -0.240, -0.285, 0.349, 1.039, 0.335, 0.255, -0.229, 0.880, 0.242, 0.323, 0.302, -0.216, -0.181, 0.312, 0.268, -0.536, -0.520, -0.268, 0.304, -0.309, 0.305, 0.331, -0.264, -0.181, 0.322, 0.312, 0.373, 0.316, 0.325, -0.035, 0.373, 0.912, -1.092, -0.523, 0.381, -0.429, -0.259, 0.349, 0.145, 0.327, -0.316, 0.922, 0.346, -0.505, 0.345, -0.005, -0.680, 0.313, 0.327, -0.271, 0.324, -0.830, 0.323, 0.339, -0.254, -0.990, -0.960, -0.601, 0.333, 0.315, -0.242, -0.320, -0.360, 0.365, -0.262, 0.622, 0.010, -0.246, 0.353, 0.891, -0.266, 0.970, -0.320, -0.519, -0.207, 0.134, 0.521]
}



Question: Which formula does entry 2 have?
Answer: C35H47ClNP2Pb



Question: What is the formula in the third record?
Answer: C35H47F21NO17PS